1.
Entry from the OMol25 dataset: a 14-piece molecular cluster, C70H152N14O14 overall (the ωB97M-V functional and the def2-TZVPD basis).

```
! RIJCOSX wB97M-V def2-TZVPD def2/J DEFGRID3
* xyz 0 1
C -5.1012 0.0159 -2.9953
C -4.2554 0.2780 -4.2294
C -3.9364 1.7763 -4.4801
C -5.0103 2.7222 -4.2353
N -5.9174 3.4308 -4.0566
H -4.9711 -1.0541 -2.8329
H -6.1493 0.3139 -2.9655
H -4.6286 0.4090 -2.0952
H -4.8049 -0.0697 -5.1042
H -3.3855 -0.3748 -4.3005
H -3.6872 1.9413 -5.5283
H -3.1503 2.1185 -3.8070
C -5.7462 -0.5510 0.9429
C -4.8098 0.4667 1.6067
C -5.4348 1.8046 2.1056
C -6.4736 1.5897 3.0806
N -7.2696 1.4944 3.9292
H -6.5272 -0.0646 0.3585
H -6.3218 -1.0760 1.7053
H -5.2879 -1.2968 0.2935
H -3.8944 0.6720 1.0517
H -4.3787 -0.0377 2.4714
H -5.8802 2.2912 1.2379
H -4.7140 2.5853 2.3484
C 5.4728 2.2355 -1.1608
C 5.6430 0.9922 -1.9658
C 5.1672 -0.3022 -1.2360
C 3.6777 -0.3681 -1.0332
N 2.5377 -0.4277 -0.8139
H 5.8610 2.0521 -0.1589
H 4.4401 2.5773 -1.0906
H 6.0554 3.0565 -1.5786
H 6.6838 0.8501 -2.2565
H 5.0610 1.1736 -2.8694
H 5.6277 -0.3979 -0.2527
H 5.3571 -1.2037 -1.8186
C 3.3897 3.9026 -3.9143
C 2.2436 2.8357 -3.7252
C 1.9955 1.9371 -4.9494
C 1.9346 2.7521 -6.1722
N 1.8442 3.4055 -7.1289
H 3.1206 4.6119 -4.6970
H 4.3106 3.3650 -4.1400
H 3.5094 4.4287 -2.9672
H 1.3702 3.4599 -3.5363
H 2.3749 2.2377 -2.8235
H 1.0097 1.4782 -4.8737
H 2.6474 1.0649 -4.9990
C -3.4590 6.0101 -2.3802
C -3.0076 6.9986 -1.2663
C -2.9269 6.2792 0.1227
C -4.1198 5.4955 0.5273
N -5.0853 4.8743 0.8304
H -2.9265 5.0631 -2.4679
H -3.2810 6.4389 -3.3664
H -4.5364 5.8607 -2.3095
H -3.7298 7.8146 -1.2422
H -2.0735 7.4532 -1.5962
H -2.8694 6.9893 0.9477
H -2.1408 5.5269 0.0583
C -2.3201 -0.7769 4.9920
C -1.4716 -1.9912 4.6032
C -1.9790 -3.3716 5.2457
C -2.2454 -3.3032 6.6907
N -2.3973 -3.2419 7.8405
H -2.0080 0.1224 4.4609
H -2.1923 -0.6061 6.0609
H -3.3700 -0.9348 4.7450
H -0.4210 -1.8045 4.8257
H -1.4793 -2.1365 3.5230
H -1.1865 -4.1171 5.1799
H -2.8469 -3.6539 4.6498
C 5.0635 8.0666 5.6430
O 5.2731 7.8424 4.2792
C 6.4036 7.0746 3.9384
C 6.5458 6.8357 2.4075
N 5.3625 6.2481 1.7810
C 5.1319 4.8258 1.9822
C 3.6967 4.4813 1.4083
O 3.4473 3.0721 1.4254
C 2.1572 2.8045 0.8917
H 4.8519 7.1378 6.1728
H 4.2917 8.7217 6.0470
H 5.9929 8.4183 6.0910
H 6.4787 6.1094 4.4391
H 7.2819 7.6704 4.1867
H 7.4199 6.2065 2.2398
H 6.7595 7.8210 1.9931
H 5.4287 6.4819 0.8007
H 5.2264 4.6360 3.0514
H 5.9022 4.2357 1.4856
H 3.6069 4.7816 0.3643
H 2.9756 5.0662 1.9793
H 1.4522 3.4457 1.4207
H 1.8386 1.7791 1.0789
H 2.1082 2.9925 -0.1809
C 8.0092 -3.4792 -0.2760
O 7.3482 -2.5798 -1.1376
C 7.9892 -2.3391 -2.3402
C 7.6985 -3.3281 -3.4717
N 6.2944 -3.3263 -4.0121
C 5.9037 -2.0920 -4.5989
C 4.4200 -2.1448 -4.9812
O 3.6484 -2.1546 -3.7765
C 2.2443 -2.2448 -4.0625
H 7.5481 -3.7015 0.6864
H 8.9189 -3.0002 0.0863
H 8.2351 -4.4248 -0.7687
H 9.0542 -2.2390 -2.1310
H 7.7068 -1.3401 -2.6726
H 7.9325 -4.3317 -3.1167
H 8.4617 -3.2585 -4.2468
H 5.6809 -3.5454 -3.2404
H 6.4452 -1.8125 -5.5027
H 6.0178 -1.2784 -3.8826
H 4.1741 -3.0370 -5.5571
H 4.1322 -1.2971 -5.6030
H 2.0780 -3.1174 -4.6943
H 1.8641 -1.3024 -4.4567
H 1.5899 -2.3300 -3.1949
C 6.4622 -6.8289 6.6758
O 6.0073 -5.8186 5.8245
C 5.7896 -6.2439 4.4955
C 5.1340 -5.1670 3.5642
N 3.7368 -4.8871 3.8982
C 3.1160 -4.0518 2.8466
C 1.7744 -3.4647 3.2992
O 0.6820 -4.3643 3.6669
C 0.3302 -5.3205 2.7067
H 6.0996 -7.8395 6.4879
H 5.9769 -6.5296 7.6048
H 7.5503 -6.7786 6.6366
H 5.2284 -7.1777 4.4616
H 6.7801 -6.5310 4.1426
H 5.2189 -5.5760 2.5574
H 5.7418 -4.2622 3.5559
H 3.7432 -4.4859 4.8250
H 3.1206 -4.6545 1.9384
H 3.8459 -3.2615 2.6711
H 1.5472 -2.7285 2.5281
H 1.8914 -2.7924 4.1491
H -0.5335 -5.7504 3.2139
H 1.1260 -6.0648 2.7350
H -0.0465 -4.8828 1.7822
C -1.9854 2.6295 -0.0179
O -1.8082 1.7121 -1.1055
C -0.5328 1.0811 -1.1547
C -0.4646 -0.0463 -2.2052
N -1.3664 -1.1563 -1.8779
C -0.7104 -2.0910 -0.9821
C -1.7292 -3.0933 -0.3739
O -2.6054 -2.3669 0.4587
C -3.4878 -3.2466 1.2159
H -1.9173 2.2102 0.9860
H -3.0355 2.9184 -0.0624
H -1.3413 3.5053 -0.0963
H -0.2859 0.5916 -0.2126
H 0.0482 1.9596 -1.4354
H 0.5743 -0.3054 -2.4092
H -0.8312 0.2826 -3.1776
H -2.1798 -0.8394 -1.3699
H -0.4039 -1.5066 -0.1146
H -0.0033 -2.7015 -1.5438
H -1.1748 -3.8378 0.1976
H -2.2483 -3.5935 -1.1915
H -4.1361 -2.7099 1.9086
H -2.9199 -4.0264 1.7234
H -4.1671 -3.8211 0.5862
C -0.2374 -5.3227 -5.8080
O -0.8204 -4.0813 -5.5263
C -2.2284 -3.8706 -5.8570
C -2.4724 -2.3247 -5.7910
N -1.5344 -1.6902 -6.7245
C -1.6385 -0.1837 -6.7150
C -0.6619 0.4638 -7.6641
O 0.6893 0.1776 -7.2724
C 1.6408 0.1154 -8.3400
H -0.6247 -5.7247 -6.7443
H -0.5271 -6.0411 -5.0411
H 0.8413 -5.2013 -5.9069
H -2.8921 -4.4833 -5.2469
H -2.3911 -4.0934 -6.9115
H -2.2476 -2.1204 -4.7442
H -3.5268 -2.1245 -5.9814
H -0.5963 -1.9840 -6.4925
H -1.5834 0.2326 -5.7091
H -2.6223 0.0950 -7.0926
H -0.9109 1.5219 -7.7448
H -0.8547 0.0769 -8.6647
H 2.6400 -0.1914 -8.0307
H 1.8533 1.1192 -8.7078
H 1.2713 -0.5243 -9.1414
C -3.7904 10.4212 4.2853
O -2.4979 10.1667 3.6721
C -2.7109 9.6076 2.4056
C -1.2906 9.3139 1.7320
N -0.6843 8.0432 2.2582
C 0.7183 7.8992 1.8308
C 0.9037 7.5144 0.4214
O 0.4483 6.1849 0.1935
C 0.8251 5.6547 -1.0230
H -4.2333 9.4780 4.6052
H -4.5485 11.0522 3.8214
H -3.6283 10.9902 5.2008
H -3.2428 10.2975 1.7505
H -3.2921 8.6855 2.4162
H -0.5944 10.1178 1.9710
H -1.3307 9.3993 0.6461
H -0.6299 8.2111 3.2526
H 1.1751 7.1866 2.5175
H 1.3993 8.7045 2.1059
H 1.9715 7.5869 0.2150
H 0.4494 8.2442 -0.2488
H 0.3872 6.2897 -1.7932
H 0.3046 4.6994 -1.0905
H 1.9011 5.5836 -1.1818
C -8.5475 -4.3946 6.5113
O -7.4128 -4.5296 5.7126
C -7.6637 -4.2789 4.3382
C -6.4940 -3.8010 3.5467
N -5.2351 -4.6362 3.6637
C -5.2545 -5.8145 2.8255
C -4.1384 -6.8463 3.2746
O -4.2584 -7.2575 4.6185
C -5.5158 -7.8690 4.9248
H -9.3669 -5.0054 6.1326
H -8.9610 -3.3925 6.6248
H -8.2503 -4.7116 7.5109
H -8.4712 -3.5494 4.2760
H -8.0529 -5.2018 3.9083
H -6.3396 -2.7577 3.8221
H -6.7350 -3.8129 2.4838
H -5.1895 -5.0484 4.5846
H -5.0604 -5.6834 1.7610
H -6.1774 -6.3943 2.8169
H -3.1491 -6.3892 3.2593
H -4.1247 -7.6510 2.5394
H -5.8873 -8.4602 4.0878
H -6.1834 -7.0377 5.1516
H -5.5870 -8.4717 5.8302
N -1.0669 -6.7955 -0.8409
C -1.6726 -6.3102 -1.9686
C -3.0373 -6.1724 -1.7041
C -3.2061 -6.4351 -0.3369
C -1.9668 -6.8092 0.1487
H -0.1160 -7.1307 -0.7807
H -1.0450 -6.2461 -2.8452
H -3.8549 -5.9230 -2.3642
H -4.1135 -6.4327 0.2489
H -1.6695 -7.1506 1.1292
*
```

Computed properties:
LUMO level (hartree): 0.009
E (Eh): -4577.74544
Orbital gap (eV): 8.76
HOMO level (eV): -8.5

2.
Entry from the OMol25 dataset: C39H40GeN2OV as an isolated structure (the ωB97M-V functional and the def2-TZVPD basis).

```
! RIJCOSX wB97M-V def2-TZVPD def2/J DEFGRID3
* xyz 2 4
V 0.2597 0.8515 0.9548
C -2.6498 2.8072 0.9402
C -1.1439 2.8037 0.9737
C -0.3881 3.0057 -0.1974
C -1.0292 3.5071 -1.4590
C 1.0342 2.9092 -0.1624
C 1.7770 3.1937 -1.4427
C 1.7136 2.7236 1.0642
C 3.2199 2.8088 1.1098
C 0.9509 2.6023 2.2596
C 1.5952 2.4741 3.6186
C -0.4663 2.6397 2.2096
C -1.2318 2.5566 3.5076
H -3.0417 3.7996 1.1751
H -3.0582 2.1074 1.6643
H -3.0260 2.5192 -0.0350
H -0.7421 2.9406 -2.3393
H -0.6891 4.5350 -1.6122
H -2.1105 3.5218 -1.4053
H 1.3938 2.5994 -2.2708
H 2.8427 3.0167 -1.3711
H 1.6367 4.2443 -1.7104
H 3.5234 3.8580 1.1078
H 3.6880 2.3392 0.2478
H 3.6427 2.3513 1.9959
H 1.1540 1.6633 4.1959
H 1.4380 3.3917 4.1878
H 2.6624 2.3013 3.5728
H -1.1814 1.5627 3.9576
H -2.2769 2.8110 3.3819
H -0.8063 3.2514 4.2299
O -1.1535 -0.3166 1.0059
C -1.4577 -1.4700 1.6846
C -2.7847 -1.8576 1.7693
C -3.1197 -3.0010 2.4669
C -2.1260 -3.7676 3.0776
C -0.8090 -3.3773 2.9839
C -0.4521 -2.2231 2.2798
C 0.9459 -1.8189 2.1600
N 1.4201 -0.6750 1.6402
C 2.8124 -0.7244 1.7583
C 3.1652 -1.8867 2.3361
N 1.9827 -2.5593 2.5766
H -3.5392 -1.2494 1.2852
H -4.1580 -3.3011 2.5409
H -2.3876 -4.6611 3.6276
H -0.0541 -3.9823 3.4738
H 3.4466 0.0718 1.4133
H 4.1268 -2.2961 2.5938
H 1.9078 -3.4692 3.0007
C -1.3543 -5.2852 -0.7301
C -2.3360 -4.3742 -1.1060
C -2.0148 -3.0315 -1.2559
C -0.7033 -2.5994 -1.0368
C 0.2791 -3.5254 -0.6647
C -0.0458 -4.8648 -0.5124
Ge -0.1963 -0.8008 -1.3188
C 1.6016 -0.7720 -1.9888
C 2.6525 0.0325 -1.5580
C 3.8906 -0.0327 -2.1820
C 4.0814 -0.9028 -3.2490
C 3.0400 -1.7103 -3.6860
C 1.8026 -1.6572 -3.0541
C -1.4529 0.2518 -2.2560
C -1.0794 0.6997 -3.5264
C -2.0165 1.3271 -4.3387
C -3.3118 1.5245 -3.8773
C -3.6838 1.0882 -2.6087
C -2.7578 0.4478 -1.7970
H -1.6072 -6.3329 -0.6202
H -3.3483 -4.7125 -1.2908
H -2.7844 -2.3332 -1.5648
H 1.3063 -3.2051 -0.5216
H 0.7181 -5.5840 -0.2410
H 2.5091 0.7192 -0.7359
H 4.7085 0.5935 -1.8423
H 5.0454 -0.9527 -3.7403
H 3.1895 -2.3903 -4.5152
H 1.0063 -2.3097 -3.3956
H -0.0699 0.5472 -3.8930
H -1.7357 1.6605 -5.3298
H -4.0395 2.0153 -4.5119
H -4.6992 1.2366 -2.2618
H -3.0509 0.1006 -0.8127
*
```

Computed properties:
LUMO level (alpha / beta) (hartree): -0.238 / -0.259
E (Eh): -4715.38331
Orbital gap (alpha / beta) (eV): 7.32 / 6.88
HOMO level (alpha / beta) (eV): -13.8 / -13.9
Relative energy (zero: lowest compared OMol25 entry of this formula, charge and spin) (kcal/mol): 28.4

3.
Entry from the OMol25 dataset: one molecule with the formula C3N2O (the ωB97M-V functional and the def2-TZVPD basis).

```
! RIJCOSX wB97M-V def2-TZVPD def2/J DEFGRID3
* xyz 0 1
O -0.3540 1.1970 0.1034
C 0.0791 0.1035 -0.3391
C -1.3746 -0.1188 -0.0915
N -2.4494 -0.4735 0.1988
C 1.4968 -0.2215 -0.0547
N 2.6021 -0.4867 0.1831
*
```

Computed properties:
LUMO level (alpha / beta) (hartree): -0.100 / -0.100
E (Eh): -298.87847
Orbital gap (alpha / beta) (eV): 7.83 / 7.83
HOMO level (alpha / beta) (eV): -10.5 / -10.5
Relative energy (zero: lowest compared OMol25 entry of this formula, charge and spin) (kcal/mol): 86.7

Number 1: molecular weight 1414.1 u. Number 2: molecular weight 676.3 u. Number 3: molecular weight 80.0 u.